[1]
71
Properties=species:S:1:pos:R:3:forces:R:3 method="wB97M-V/def2-TZVPD" multiplicity=5 e_tot_ha=-5947.67969 e_above_lowest_kcal_mol=37.95 total_charge=-1
Fe -0.40720 -0.14875 0.17470 1.21 -2.57 0.53
Br 2.29622 -5.97895 -3.99834 -0.12 0.14 0.10
C 1.28038 -4.76828 -2.90039 0.22 -0.21 -0.18
C -0.07680 -4.61540 -3.13102 0.05 -0.10 -0.09
C -0.78495 -3.72906 -2.34207 0.07 0.10 0.10
C -0.19099 -2.96392 -1.31434 0.69 -0.57 -0.50
O -0.89371 -2.11000 -0.66455 -0.62 1.42 0.50
C 1.21836 -3.19906 -1.05579 -0.45 -0.31 -0.21
C 1.90289 -2.62664 0.05780 0.73 -0.13 0.03
N 1.33695 -1.75294 0.84463 -0.65 0.88 0.46
C 1.85287 -1.21509 1.97130 0.24 -0.32 -0.43
C 3.21362 -1.14306 2.32467 0.02 -0.27 -0.34
C 3.61622 -0.48722 3.47101 -0.12 0.07 0.39
C 2.69668 0.01211 4.37455 0.57 0.05 0.13
C 1.32219 -0.12437 4.12148 -0.47 0.12 0.00
C 0.32371 0.22522 5.05324 -0.19 -0.18 -0.41
C -1.00037 0.00667 4.73224 0.18 0.00 0.33
C -1.32065 -0.42668 3.45282 0.01 -0.24 -0.38
N -0.41393 -0.70524 2.52321 -0.16 0.34 0.05
C 0.88859 -0.65070 2.87039 0.16 0.06 0.35
C 1.91868 -4.08735 -1.89074 -0.04 -0.02 -0.04
H -0.57351 -5.16651 -3.91757 0.03 -0.04 -0.01
H -1.84421 -3.60258 -2.51100 -0.13 0.11 0.02
H 2.90939 -3.02992 0.25687 -0.16 0.12 0.07
H 3.96007 -1.55930 1.66041 0.00 -0.01 -0.08
H 4.67220 -0.38001 3.68359 0.08 -0.02 -0.01
H 3.02561 0.48796 5.28797 -0.01 0.02 0.09
H 0.60309 0.63969 6.01194 0.06 -0.02 0.09
H -1.78695 0.19195 5.45085 -0.05 0.07 -0.03
H -2.35010 -0.55450 3.14958 -0.12 0.10 -0.01
H 2.97631 -4.24017 -1.71586 0.04 -0.06 0.03
C 0.08784 3.30177 0.59007 -0.29 -0.65 0.14
Si -1.30045 1.95019 0.73150 -0.68 2.46 0.21
C -2.09776 2.36006 2.46402 0.51 -0.59 -0.49
C -2.64994 2.65598 -0.43245 0.54 -0.61 0.27
C -3.28747 3.88297 -0.32892 -0.09 0.29 0.12
C -4.22930 4.26732 -1.26941 -0.03 0.22 0.13
C -4.53633 3.42308 -2.32396 -0.12 -0.06 -0.22
C -3.90864 2.19284 -2.42048 -0.21 0.03 -0.34
C -2.97060 1.80021 -1.48256 0.55 -0.45 0.23
Si -2.10420 0.09163 -1.40835 -1.59 0.03 -1.59
C -1.44035 -0.14037 -3.22596 0.09 0.03 0.93
C -3.67207 -1.05800 -1.33985 0.81 0.20 0.41
H -0.29445 4.30142 0.78252 -0.29 0.11 0.07
H 0.53664 3.30185 -0.39867 0.05 -0.07 -0.21
H 0.88103 3.09512 1.29984 0.21 -0.02 0.15
H -2.45974 3.38436 2.50284 0.04 0.21 -0.29
H -1.38352 2.23209 3.26996 0.13 -0.01 0.17
H -2.94335 1.70922 2.66276 -0.18 -0.12 0.05
H -3.05327 4.55145 0.49207 0.01 0.06 0.04
H -4.72976 5.22463 -1.18239 0.01 0.04 0.01
H -5.26473 3.72516 -3.06858 -0.01 -0.01 0.02
H -4.15283 1.52748 -3.23623 -0.12 -0.08 -0.19
H -2.23972 -0.07454 -3.95688 -0.35 0.04 0.00
H -0.97666 -1.11292 -3.33876 0.16 -0.32 -0.05
H -0.71226 0.62327 -3.47875 0.14 0.22 -0.01
H -4.06631 -1.23452 -2.33756 0.05 0.10 -0.26
H -4.46111 -0.60349 -0.75056 -0.14 0.18 0.16
H -3.42945 -2.01869 -0.90359 0.08 -0.23 0.08
C 5.16839 0.92572 -0.77724 0.20 0.02 -0.18
O 4.02681 1.10164 0.03576 -0.25 -0.02 0.22
C 2.80611 0.71273 -0.37503 -0.31 0.16 -0.21
O 1.82889 0.99089 0.27187 0.04 0.33 0.33
N 2.73253 0.08780 -1.59073 -0.06 -0.34 -0.29
N 1.43287 -0.28692 -1.97430 -0.04 0.06 -0.12
H 5.95079 1.51744 -0.30484 -0.01 -0.08 -0.05
H 5.00727 1.29338 -1.79388 -0.04 -0.01 0.05
H 5.49105 -0.11947 -0.81161 -0.06 0.00 0.03
H 3.49707 -0.51397 -1.87793 -0.17 0.09 0.12
H 1.24268 -1.27386 -1.78569 0.33 0.21 -0.13
H 1.30363 -0.09282 -2.95961 0.01 0.01 0.13

[2]
80
Properties=species:S:1:pos:R:3:forces:R:3 method="wB97M-V/def2-TZVPD" e_tot_ha=-3235.52655 e_above_lowest_kcal_mol=1.03 total_charge=-2
Li -0.55519 -0.78033 -0.49451 0.32 0.56 0.15
C 2.73972 4.01456 3.97536 0.00 -0.03 -0.04
C 1.75015 3.26732 3.11621 0.03 0.05 0.05
C 0.57974 3.85954 2.65312 -0.03 -0.01 -0.03
C -0.27141 3.18650 1.79776 0.07 -0.03 0.04
C -0.03700 1.86369 1.35832 -0.05 0.03 -0.07
N -0.80853 1.27982 0.39035 0.09 -0.07 0.05
C -2.13685 1.47853 0.37366 0.00 0.02 0.05
C -2.95942 1.63530 1.52354 -0.05 0.02 -0.04
C -4.33205 1.72825 1.44762 0.04 0.00 0.02
C -5.01948 1.68227 0.22989 -0.05 0.01 -0.01
C -6.52427 1.77453 0.15847 0.05 -0.01 -0.01
C -4.24589 1.53890 -0.91291 0.07 -0.05 -0.05
C -2.85847 1.45180 -0.85321 -0.04 -0.03 0.04
N -2.13693 1.33990 -2.07773 0.03 0.16 -0.08
C -2.28286 2.08829 -3.19683 0.08 -0.14 0.12
C -1.41484 1.57961 -4.13664 0.01 0.00 -0.02
C -0.77446 0.50913 -3.48573 -0.01 0.05 0.06
N -1.20987 0.38106 -2.24267 -0.22 -0.18 -0.07
C 1.12406 1.25374 1.89456 -0.10 0.08 -0.01
C 2.00008 1.96570 2.70955 0.02 -0.10 -0.03
N 1.45208 -0.11431 1.64856 0.15 -0.05 0.10
C 2.11987 -0.91784 2.51397 -0.04 0.02 -0.08
C 2.44799 -2.06911 1.84370 0.00 -0.03 0.00
C 1.92898 -1.87607 0.55443 -0.01 0.01 0.08
N 1.32691 -0.70070 0.44620 -0.12 -0.08 -0.01
H 2.29336 4.92489 4.38076 0.00 -0.02 -0.01
H 3.08318 3.40587 4.81556 -0.01 0.02 -0.03
H 3.62602 4.30449 3.40320 -0.03 -0.01 0.03
H 0.34572 4.88106 2.94037 0.00 -0.02 0.00
H -1.15085 3.69004 1.41392 0.01 -0.01 0.00
H -2.47421 1.64532 2.49149 -0.01 -0.01 -0.02
H -4.90062 1.81976 2.36958 0.01 -0.01 -0.03
H -6.94643 1.93358 1.15209 0.01 0.00 -0.01
H -6.85053 2.60409 -0.47553 0.00 -0.01 0.01
H -6.97691 0.86328 -0.24530 0.01 0.02 0.01
H -4.71980 1.49139 -1.89164 0.02 0.01 0.03
H -2.97106 2.91725 -3.22135 0.03 -0.03 0.01
H -1.25474 1.93629 -5.14088 -0.01 -0.02 0.06
H -0.02125 -0.16628 -3.86180 -0.07 0.04 0.04
H 2.92381 1.48529 3.01691 -0.05 0.01 -0.02
H 2.30069 -0.61422 3.53059 0.00 0.01 -0.04
H 2.98647 -2.91984 2.22657 -0.02 0.06 -0.02
H 1.96793 -2.52880 -0.30586 -0.02 0.04 0.04
N -3.58768 -1.79584 -1.11183 0.03 -0.06 0.02
C -2.86025 -3.10049 -0.86340 -0.01 -0.07 0.05
C -3.83902 -4.25007 -1.03748 0.03 0.00 0.00
P -2.17265 -2.95173 0.86076 -0.02 0.30 0.15
O -0.87211 -3.91238 0.79943 0.05 0.08 -0.16
O -3.16442 -3.50943 1.80607 0.02 0.00 0.00
O -1.73595 -1.50123 0.89931 -0.25 -0.51 -0.22
P -1.55395 -3.07922 -2.18859 0.11 -0.11 -0.14
O -1.23645 -4.65314 -2.41155 -0.06 0.09 -0.02
O -2.28427 -2.55355 -3.37712 0.01 0.00 0.01
O -0.31971 -2.41407 -1.64395 -0.11 -0.14 0.01
H -4.56649 -1.84009 -0.84230 -0.03 -0.03 0.06
H -3.48239 -1.58477 -2.11753 -0.01 0.04 -0.11
H -3.12788 -1.07533 -0.53457 0.06 0.18 0.07
H -4.68573 -4.12766 -0.35738 0.02 0.01 0.02
H -3.34569 -5.18098 -0.76715 0.00 -0.01 -0.02
H -4.18478 -4.32901 -2.07128 0.00 0.01 0.00
H -0.17250 -3.42530 0.32564 -0.07 -0.05 0.12
H -0.56627 -4.93293 -1.77817 0.05 -0.02 0.05
N 2.43363 0.10712 -2.22025 0.13 0.09 -0.07
C 3.64236 -0.01616 -1.51055 0.06 0.02 0.02
C 4.53551 -1.05285 -1.79913 -0.01 0.07 0.02
C 5.74337 -1.15317 -1.12624 -0.05 -0.01 -0.04
C 6.09378 -0.22360 -0.15469 0.03 0.00 0.01
C 5.21020 0.80165 0.14068 -0.06 0.01 -0.01
C 3.99390 0.90646 -0.52566 0.00 -0.05 -0.06
S 7.67554 -0.36872 0.67848 -0.06 0.02 -0.05
O 7.71468 0.76194 1.60079 0.03 -0.04 -0.01
O 8.65850 -0.29322 -0.39993 0.00 -0.02 0.08
O 7.62741 -1.67324 1.33232 0.05 0.04 -0.01
H 2.03134 -0.79051 -2.45296 -0.03 -0.05 0.00
H 1.74333 0.63790 -1.70408 -0.01 -0.04 0.03
H 4.27224 -1.78022 -2.56193 0.00 0.01 0.01
H 6.43273 -1.95872 -1.35386 -0.03 0.03 0.01
H 5.48760 1.51681 0.90609 0.00 -0.02 -0.03
H 3.29921 1.70225 -0.27172 0.02 -0.02 -0.01